#P
12
Properties=species:S:1:pos:R:3:lowdin_charge:R:1 method="wB97M-V/def2-TZVPD" smiles=FC1(Cl)CCC1 gap_ev=11.70 homo_ev=-10.69 lumo_ev=1.013 charge=0
F 1.86882 -0.98028 -0.58053 0.05
C 0.66739 -0.42868 -0.61271 -0.92
Cl 0.16494 -0.06314 -2.30703 0.67
C -0.40360 -0.98417 0.20014 -0.17
C -0.81232 0.43034 0.65371 -0.14
C 0.57243 0.89754 0.05839 -0.18
H -1.22160 -1.57568 -0.35483 0.14
H -0.16040 -1.60533 1.03409 0.11
H -1.12481 0.76685 1.61783 0.09
H -1.59780 0.87710 0.03758 0.10
H 1.29196 0.84194 0.85701 0.11
H 0.75497 1.82350 -0.60367 0.13

=====

#Q
12
Properties=species:S:1:pos:R:3:lowdin_charge:R:1 method="wB97M-V/def2-TZVPD" smiles=FC[C@@H]1C[C@@H]1Cl gap_ev=11.02 homo_ev=-10.05 lumo_ev=0.977 charge=0
F 0.56910 1.19187 1.68567 -0.09
C -0.07658 -0.07142 1.50821 -0.18
C -1.13613 0.07587 0.42606 -0.30
C -1.38982 -1.13588 -0.38190 -0.08
C -0.52339 -0.00597 -0.91906 -0.69
Cl 1.15829 -0.05946 -1.23265 0.68
H 0.58371 -0.84328 1.24481 0.07
H -0.54796 -0.24233 2.53573 0.14
H -1.92714 0.72334 0.69546 0.13
H -2.33241 -1.21847 -0.92915 0.11
H -0.92209 -2.01350 0.03770 0.11
H -0.91143 0.70261 -1.60037 0.08

=====

#R
12
Properties=species:S:1:pos:R:3:lowdin_charge:R:1 method="wB97M-V/def2-TZVPD" gap_ev="8.37 / 8.47" homo_ev="-7.97 / -7.92" lumo_ev="0.403 / 0.553" charge=0
C 0.89254 -0.44509 -1.94438 -0.13
C 0.98141 0.77035 -1.53485 0.06
C -1.15068 -0.46270 1.14826 -0.15
C -0.19065 0.59465 1.19698 -0.89
F 1.08448 0.42303 1.54535 -0.02
Cl -0.72713 2.09311 1.70254 0.73
H 1.22094 -0.78202 -2.96168 0.06
H 0.55447 -1.29306 -1.35080 0.04
H 1.26803 1.67717 -1.11739 0.02
H -0.56474 -1.40733 1.07494 0.08
H -1.70322 -0.76491 2.09276 0.11
H -1.66545 -0.40320 0.14825 0.10

=====

Quick one: least stable of them? #R

=====

#P
10
Properties=species:S:1:pos:R:3:lowdin_charge:R:1 method="wB97M-V/def2-TZVPD" smiles="C=O.CS" gap_ev=9.81 homo_ev=-9.07 lumo_ev=0.737 charge=0
C -1.80599 1.36994 -1.29033 -0.15
O -1.25835 0.86139 -2.22643 -0.01
H -2.91313 1.47499 -1.26940 0.08
H -1.27571 1.76361 -0.41125 0.08
C 1.25200 -0.53820 -0.07398 -0.47
S 0.79539 -0.69134 1.70563 0.59
H 2.30721 -0.72736 -0.19711 0.02
H 1.00287 0.44345 -0.45337 0.01
H 0.67425 -1.29212 -0.60227 0.02
H 1.70441 -1.64184 1.95995 -0.17

=====

#Q
10
Properties=species:S:1:pos:R:3:lowdin_charge:R:1 method="wB97M-V/def2-TZVPD" smiles="C=O.CS" gap_ev=9.94 homo_ev=-9.08 lumo_ev=0.855 charge=0
C -4.95554 -2.89433 -0.82276 -0.15
O -3.96403 -3.56692 -0.76615 -0.01
H -5.19139 -2.06675 -1.51283 0.08
H -5.67929 -3.06974 0.00120 0.08
C 2.95156 1.94975 0.16648 -0.51
S 4.17348 2.77565 1.20356 0.62
H 2.87940 0.95233 0.57355 0.01
H 3.27305 1.85755 -0.87895 0.03
H 1.94769 2.36902 0.15228 0.02
H 4.56508 1.69344 1.88362 -0.17

=====

Quick one: least stable of them? #Q

=====

#P
47
Properties=species:S:1:pos:R:3:lowdin_charge:R:1 method="wB97M-V/def2-TZVPD" gap_ev="4.55 / 4.55" homo_ev="-17.12 / -17.11" lumo_ev="-12.564 / -12.569" spin_multiplicity=2 charge=+3
Au 0.32845 0.30880 0.25658 1.15
C 4.35218 1.05814 -1.33006 0.06
C 3.17874 1.25775 -0.42764 -0.40
O 2.31041 0.31935 -0.33362 -0.12
N 3.10833 2.37695 0.24799 0.15
C 2.04600 2.72797 1.18072 -0.07
C 0.85884 3.24757 0.41724 -0.22
C 0.61731 4.59266 0.22188 0.05
C -0.45354 4.98707 -0.57165 0.04
C -1.27572 4.02521 -1.14125 0.02
C -1.00647 2.69390 -0.90356 -0.09
N 0.04448 2.33497 -0.14470 -0.03
H 4.26449 0.13079 -1.88773 0.10
H 5.27073 1.02998 -0.73959 0.12
H 4.43624 1.89209 -2.02879 0.12
H 3.83144 3.06502 0.07744 0.19
H 2.42411 3.47558 1.87234 0.16
H 1.75873 1.84408 1.75551 0.10
H 1.26176 5.32303 0.69311 0.14
H -0.64210 6.03916 -0.74484 0.15
H -2.11795 4.28929 -1.76572 0.14
H -1.62321 1.90831 -1.31391 0.09
Cl -4.09360 -0.54877 -1.88916 0.22
Ge -2.73251 -1.68310 -0.71608 0.11
Cl -3.70519 -2.93510 0.68224 0.24
Cl -1.96827 0.07424 0.73071 0.30
N 2.17431 -2.54192 -0.52845 0.23
C 0.91328 -2.74864 -0.29369 -0.52
O 0.06758 -1.81231 -0.04326 -0.25
C 0.33806 -4.13363 -0.34579 -0.56
I 1.73330 -5.74326 -0.41722 1.00
H 2.55537 -1.60572 -0.50755 0.09
H 2.78924 -3.32200 -0.74056 0.06
H -0.28147 -4.21234 -1.24000 0.07
H -0.29637 -4.28973 0.52368 0.06
C 0.98401 -0.92925 5.19978 0.00
N -0.11321 -0.02229 4.86860 -0.15
C -1.06609 0.38276 5.91313 0.00
C -0.24476 0.44381 3.65480 -0.33
O 0.55966 0.21367 2.71433 -0.17
H 1.27447 -0.80035 6.23829 0.10
H 1.82939 -0.74293 4.54557 0.09
H 0.67748 -1.96798 5.06703 0.11
H -0.84657 -0.14350 6.83547 0.10
H -2.09141 0.16682 5.61788 0.10
H -1.00252 1.45250 6.10603 0.10
H -1.13182 1.07607 3.52409 0.14

=====

#Q
47
Properties=species:S:1:pos:R:3:lowdin_charge:R:1 method="wB97M-V/def2-TZVPD" gap_ev="3.49 / 3.55" homo_ev="-17.02 / -17.01" lumo_ev="-13.533 / -13.456" spin_multiplicity=2 charge=+3
Au -0.23012 0.06034 -0.02231 1.12
C -0.96609 -4.37153 -0.06970 0.05
C -1.06076 -2.97720 0.45223 -0.45
O -0.83953 -2.01505 -0.30930 -0.05
N -1.40518 -2.86583 1.73002 0.13
C -1.59495 -1.61491 2.43478 -0.09
C -0.28986 -1.04034 2.93143 -0.24
C 0.16848 -1.30633 4.21814 0.04
C 1.35176 -0.72411 4.64513 0.03
C 2.04678 0.10474 3.77751 0.02
C 1.55085 0.28515 2.49706 -0.08
N 0.41819 -0.27699 2.10598 0.02
H -0.80834 -4.36974 -1.14392 0.11
H -1.87111 -4.93353 0.15430 0.11
H -0.12381 -4.87183 0.41021 0.12
H -1.54291 -3.72195 2.25421 0.18
H -2.26292 -1.78546 3.28159 0.15
H -2.05576 -0.88939 1.75131 0.07
H -0.39969 -1.96123 4.86113 0.14
H 1.72230 -0.90567 5.64410 0.14
H 2.95603 0.60563 4.07351 0.14
H 2.05839 0.90315 1.77686 0.11
Cl -4.31040 0.77272 -0.03599 0.26
Ge -2.42543 1.83559 0.36852 -0.04
Cl -2.53951 2.45574 2.44082 0.28
Cl -2.42277 3.61519 -0.86123 0.30
N 2.00442 2.32569 -1.61464 0.23
C 1.51236 2.76405 -0.47624 -0.60
O 0.71933 2.11985 0.23141 -0.15
C 1.97563 4.10075 0.06790 -0.51
I 1.99512 5.74201 -1.37077 0.88
H 1.70015 1.42441 -1.96862 0.10
H 2.65007 2.87385 -2.17061 0.12
H 3.00301 4.01353 0.43713 0.07
H 1.32547 4.40102 0.89032 0.06
C 0.15648 0.20139 -5.06859 0.00
N -1.08271 0.56536 -4.44410 -0.16
C -2.20691 0.83586 -5.29373 -0.01
C -1.18737 0.63164 -3.11938 -0.27
O -0.22434 0.48337 -2.34707 -0.13
H -0.02374 -0.51514 -5.87584 0.12
H 0.83127 -0.23165 -4.32906 0.09
H 0.63563 1.07662 -5.52157 0.12
H -1.87428 1.01168 -6.31714 0.12
H -2.77188 1.69597 -4.93399 0.11
H -2.89682 -0.01361 -5.32159 0.12
H -2.19062 0.85776 -2.73508 0.13

=====

Quick one: least stable of them? #Q

=====

#P
21
Properties=species:S:1:pos:R:3:lowdin_charge:R:1 method="wB97M-V/def2-TZVPD" smiles="O[C@]12C=C[N@H+](CCC1)C2" gap_ev=11.30 homo_ev=-14.40 lumo_ev=-3.107 charge=+1
O 2.56766 0.25366 0.24761 0.08
C 1.24055 -0.00213 0.11647 -0.50
C 0.98823 -1.02231 -1.04355 0.10
C -0.19017 -1.52184 -0.77113 -0.02
N -0.70838 -1.05251 0.52850 -0.08
C -1.63264 0.07688 0.30501 -0.13
C -1.00260 1.06680 -0.57439 -0.14
C 0.53603 1.27249 -0.39574 -0.07
C 0.41687 -0.63955 1.26484 -0.03
H 2.57701 1.11725 0.63778 0.10
H 1.52139 -1.07644 -1.94421 0.13
H -0.87890 -2.04092 -1.44834 0.16
H -1.24329 -1.84866 0.90193 0.21
H -1.81702 0.54100 1.33569 0.17
H -2.57212 -0.28273 -0.05822 0.14
H -1.44890 2.01556 -0.26905 0.13
H -1.37636 0.86725 -1.56386 0.12
H 1.11402 1.48600 -1.29649 0.14
H 0.75850 2.15685 0.25125 0.15
H 0.95495 -1.46947 1.69842 0.16
H 0.19520 0.10283 2.07751 0.17

=====

#Q
21
Properties=species:S:1:pos:R:3:lowdin_charge:R:1 method="wB97M-V/def2-TZVPD" gap_ev=8.62 homo_ev=-13.21 lumo_ev=-4.588 charge=+1
C -1.71623 1.94291 0.74871 -0.01
C -0.75720 2.42964 -0.19827 -0.03
C -1.32673 0.68765 0.98506 0.02
C 0.17586 1.54385 -0.61729 0.02
C -0.06957 0.29620 0.20568 -0.29
C -0.40396 -2.45478 -0.32215 -0.01
C 2.15551 -0.17442 0.51402 -0.08
N -0.42570 -1.13720 -0.99307 0.06
O 0.87736 -0.29373 0.94727 -0.09
H -2.53794 2.56025 1.19863 0.15
H -0.77044 3.43386 -0.44296 0.10
H -1.71108 0.02576 1.70722 0.11
H 1.03422 1.72274 -1.14066 0.09
H -1.16893 -2.32961 0.35166 0.07
H -0.51493 -3.23155 -1.10169 0.12
H 0.61521 -2.50959 0.13194 0.11
H 2.19557 -0.45747 -0.62435 0.14
H 2.64459 -0.93505 1.14739 0.12
H 2.57754 0.81086 0.73238 0.12
H -1.23501 -0.88139 -1.68934 0.22
H 0.36185 -1.04891 -1.54019 0.07

=====

Quick one: least stable of them? #Q